Entry 1:
Here is C29H28ClF2IInN6OS4 as an isolated structure from OMol25. Energies are from ωB97M-V with the def2-TZVPD basis set.

As for the LUMO energy: -2.62 eV. As for the net charge: +1. For the energy above the lowest of the compared OMol25 structures with the same formula, charge and spin, the calculation gives 0.0 kcal per mole.

```
73
C29H28ClF2IInN6OS4 ωB97M-V with the def2-TZVPD basis set
I -1.5142 5.4607 0.7774
In -0.2644 0.2881 0.5531
Cl -5.2958 3.4249 4.5114
S 1.8332 -5.1648 -0.8041
S -1.7571 0.3188 -1.5534
S -0.5921 -3.0175 -2.4795
S -0.2948 -2.5721 1.0904
F 4.9303 1.1275 1.5783
F 2.1025 2.0511 5.1594
O -0.9207 2.3472 0.7339
N 0.4837 2.8208 -1.5755
N -1.8681 3.1518 -4.1975
N -2.2344 2.0109 -3.5597
N 1.7020 0.0350 -0.7857
N -0.5824 2.7180 -2.4686
N -2.1351 0.2447 1.9656
C 3.6938 1.0724 2.1097
C 1.1736 1.0861 3.2298
C 1.3620 0.5745 1.9549
C -3.6167 1.7582 3.1516
C -1.9041 2.5952 1.5570
C -3.7724 -0.6178 3.4728
C 2.9438 -0.8086 -2.6327
C -2.3850 3.8712 1.8115
C 2.6347 0.5475 1.3721
C 4.0054 -0.4697 -0.5116
C -0.0755 4.8116 -3.7850
C -1.4727 1.7112 -2.5040
C 0.0150 -4.6807 -2.9199
C 2.2695 1.5666 3.9238
C 2.0950 -3.4504 -0.2314
C 1.4781 -4.9462 -2.5697
C -4.2123 0.6381 3.7704
C 1.4170 -3.2006 1.1097
C -1.2649 -3.8071 0.1591
C -2.7247 -0.7732 2.5562
C -2.5606 1.5171 2.2407
C 2.8005 0.0242 -0.0122
C 3.5382 1.5797 3.3813
C -4.0229 3.0912 3.3825
C 1.7706 -0.3659 -2.0561
C -1.8153 -3.3438 -1.1814
C 4.0747 -0.8805 -1.8314
C -0.8561 3.5813 -3.5138
C -3.4248 4.1214 2.7191
H 4.8745 -0.5241 0.1250
H 1.0771 3.5799 -1.8821
H -0.1097 -4.7539 -4.0013
H -0.6323 -5.4240 -2.4543
H -0.6152 -4.6678 0.0295
H -4.2113 -1.4918 3.9331
H 0.8445 -0.3292 -2.6172
H -2.0881 -4.0931 0.8165
H -3.0330 1.4866 -3.8755
H -5.0188 0.7904 4.4750
H -2.3651 -2.4064 -1.0810
H 0.1969 1.1198 3.6984
H 0.1027 3.0296 -0.6458
H 5.0072 -1.2592 -2.2309
H 1.7090 -2.7759 -0.9887
H 2.1320 -4.1675 -2.9627
H 1.7802 -5.8912 -3.0230
H 1.9487 -2.4227 1.6622
H -2.5154 -4.0916 -1.5562
H 2.9651 -1.1005 -3.6736
H -2.3587 -1.7601 2.3146
H 1.4144 -4.0975 1.7287
H -0.5206 5.3218 -4.6347
H 0.9629 4.5768 -4.0258
H 3.1684 -3.2973 -0.1287
H -0.0951 5.4795 -2.9225
H 4.3795 1.9862 3.9251
H -3.7562 5.1354 2.8973
```

=====

Entry 2:
Here is a 5-piece molecular cluster, C29H28ClFIO11P2 overall from OMol25. Energies are from ωB97M-V with the def2-TZVPD basis set.

As for the LUMO energy: -0.05 eV. As for the net charge: -1.

```
73
C29H28ClFIO11P2 ωB97M-V with the def2-TZVPD basis set
I 5.4727 -4.6791 0.8105
Cl -2.2075 -3.6569 2.1574
P 2.5107 -2.4437 2.1827
P 6.3779 -2.5008 1.5731
F 1.4554 -2.9625 3.3827
O -5.3253 0.5103 2.3768
O -2.7306 -1.0253 -0.5397
O 2.3787 0.8074 -3.9678
O 3.7560 -1.8636 1.0352
O 3.0063 -1.0549 3.1256
O 3.4301 5.1583 -6.7951
O -9.2869 -2.8457 3.4128
O 5.8464 0.9909 -0.7315
O -5.9900 3.0941 -1.1741
O 0.7937 2.5574 -0.9216
O 6.7777 -2.8189 3.1415
C 3.1888 4.1627 -6.1458
C -0.2862 -1.7838 1.5970
C -5.6279 0.7878 -1.4595
C -7.3093 -2.4254 2.2023
C -5.2337 2.1555 -1.0322
C 2.0070 3.1140 -4.2664
C -0.6534 -3.2237 1.3176
C 4.6891 1.3482 -0.7783
C 2.6166 1.8031 -4.6143
C 1.9497 2.1835 -0.8653
C 3.5830 0.3598 -0.8347
C -3.0637 1.2952 -0.2755
C -8.3768 -2.0806 3.1741
C 3.7954 2.8523 -6.4940
C -7.2984 0.0861 3.5862
C -6.3148 -1.5817 1.9417
C -3.4598 -0.0733 -0.6948
C 2.2745 4.2061 -4.9771
C -6.2304 -0.2590 2.6118
C -4.8032 -0.2432 -1.3071
C 3.5297 1.7587 -5.7860
C 1.1871 -1.4261 1.3451
C 4.8514 -1.4197 1.7463
C 2.3122 0.7507 -0.8751
C 3.0562 3.1768 -0.7994
C 4.3273 2.7911 -0.7552
C -3.8880 2.3267 -0.4331
C -8.2925 -0.7574 3.8453
C 4.3944 -1.0806 3.2036
H 1.2963 -0.3701 1.5985
H 2.7621 4.2194 -0.7869
H 4.7810 -1.7818 3.9486
H -9.0824 -0.5297 4.5497
H 1.4924 0.0461 -0.9187
H -5.0639 -1.2505 -1.6082
H -3.6260 3.3319 -0.1294
H -6.6145 0.6892 -1.8950
H 1.3371 3.1216 -3.4148
H 1.3958 -1.5117 0.2720
H 3.9603 0.7929 -6.0179
H -7.3902 -3.3943 1.7267
H 1.8427 5.1714 -4.7451
H -7.2139 1.0543 4.0630
H 5.2407 -0.4924 1.2999
H 3.8715 -0.6846 -0.8286
H 4.7568 -0.0908 3.4954
H 7.4941 -3.4528 3.1190
H -2.0805 1.3960 0.1665
H -0.8342 -3.4227 0.2644
H 0.0739 -3.9232 1.7098
H 4.4587 2.8466 -7.3496
H -5.5227 -1.8171 1.2410
H 3.5247 -3.2244 2.8256
H 2.2263 -3.5675 1.3173
H -0.8783 -1.1622 0.9250
H 5.1510 3.4924 -0.7033
H -0.5486 -1.5574 2.6286
```

=====

Entry 3:
Here is C29H28N3O3PdSi as an isolated structure from OMol25. Energies are from ωB97M-V with the def2-TZVPD basis set.

As for the LUMO energy (spin up / spin down): -2.94 / -5.47 eV. The multiplicity is 5. As for the net charge: +1. Its expectation value of S² is 6.11. For the energy above the lowest of the compared OMol25 structures with the same formula, charge and spin, the calculation gives 20.7 kcal per mole.

```
65
C29H28N3O3PdSi ωB97M-V with the def2-TZVPD basis set
Pd -1.3170 0.1805 0.5281
Si -3.1446 -1.8052 0.0368
O 1.0728 -0.8088 -0.0880
O -0.7029 -0.2940 2.5057
O -1.4307 1.0807 -1.4178
N -0.0494 1.8370 0.7088
N 0.1473 2.4010 -0.4466
N -1.4146 -1.7626 -0.0921
C -0.1959 0.9633 5.8085
C -0.0183 1.9979 -5.2371
C 1.9349 -2.9119 -0.9318
C 1.0281 3.9470 -4.3019
C 0.9091 -2.0899 -0.4925
C -3.8378 -2.0636 -1.7241
C 2.3543 -0.3006 0.1453
C -3.8619 -0.1173 0.6955
C 0.0885 1.8927 3.1477
C 0.3366 -4.6576 -1.4291
C -0.3794 1.5851 -3.9689
C -3.6403 -3.1512 1.2917
C 0.1603 2.4616 1.8540
C 3.1275 -0.7517 1.2083
C -0.0298 2.3488 -2.8506
C -0.4249 0.5512 3.4133
C 4.0200 1.3368 -0.3958
C -0.4625 1.8931 -1.5254
C 0.6804 3.1849 -5.4080
C 4.8109 0.8729 0.6417
C 1.6477 -4.1809 -1.4045
C -0.4518 -2.5593 -0.5084
C 0.4099 2.2045 5.5399
C -0.6044 0.1694 4.7789
C -0.6916 -3.8721 -0.9813
C 0.6871 3.5331 -3.0288
C 4.3603 -0.1654 1.4390
C 2.7957 0.7463 -0.6530
C 0.5200 2.6602 4.2509
H 2.9517 -2.5483 -0.9271
H -3.5530 -3.0331 -2.1172
H 0.7825 2.8059 6.3523
H -3.4665 -1.3040 -2.4062
H 2.1801 1.0924 -1.4694
H 1.5702 4.8685 -4.4436
H -1.7075 -4.2274 -0.9861
H -4.9205 -2.0164 -1.7248
H -0.9219 0.6651 -3.8092
H 4.3556 2.1588 -1.0088
H 0.9630 3.5098 -6.3982
H 5.7732 1.3216 0.8305
H -3.2757 -4.1242 0.9868
H 4.9717 -0.5159 2.2535
H 0.9481 4.1236 -2.1658
H -0.3250 0.6451 6.8323
H -3.2461 -2.9455 2.2815
H 0.1286 -5.6458 -1.8112
H -4.9411 -0.2356 0.7686
H -1.0426 -0.8022 4.9421
H 0.4026 3.5231 1.7931
H 2.4450 -4.8063 -1.7697
H -3.5285 0.1465 1.7112
H -0.2742 1.3976 -6.0970
H 2.7625 -1.5424 1.8452
H 0.9621 3.6288 4.0670
H -4.7190 -3.2133 1.3652
H -3.7088 0.7175 -0.0034
```

=====

Entry 4:
Here is C29H28N4STi as an isolated structure from OMol25. Energies are from ωB97M-V with the def2-TZVPD basis set.

As for the LUMO energy (spin up / spin down): -7.10 / -7.10 eV. As for the net charge: +2. For the energy above the lowest of the compared OMol25 structures with the same formula, charge and spin, the calculation gives 15.3 kcal per mole.

```
63
C29H28N4STi ωB97M-V with the def2-TZVPD basis set
Ti -0.0003 -0.0471 -0.0077
S -1.9984 -1.6289 -3.6636
N 0.8485 0.3647 1.6524
N -0.5249 -0.2015 -2.1576
N -1.4773 1.2963 0.8954
N 1.9926 -0.6207 -0.4359
C -0.1418 1.8123 -3.6079
C 4.9417 0.1190 1.7978
C -2.0589 -3.7803 1.1697
C -0.8188 0.5996 4.9793
C -1.3261 -2.1910 -1.0151
C 0.1441 0.2612 4.0116
C -1.2886 1.2086 2.3132
C -2.8832 0.9970 0.5087
C -1.4828 -0.1004 -4.3043
C -1.1962 -1.3534 -2.1921
C 2.9327 0.9641 2.8076
C 4.2143 -0.4690 0.7700
C -1.1246 1.7279 -5.8102
C -1.0894 2.6297 0.3309
C -0.6608 0.5581 -3.3374
C -0.4095 2.3951 -4.8057
C 2.2256 0.3636 1.8116
C -0.0661 0.5868 2.7050
C -1.4232 -2.5579 1.3827
C -1.7010 0.4698 -5.5674
C -2.2678 1.5186 3.2695
C -1.9694 -3.4750 -1.1550
C -1.9909 1.2445 4.5829
C 2.8696 -0.2952 0.7318
C 2.0751 -2.0106 -0.8713
C -2.3219 -4.2529 -0.0697
C -1.0024 -1.7456 0.3190
C 4.2800 0.8880 2.7762
C 2.4464 0.3266 -1.5286
H -1.1972 -2.3058 2.4282
H -2.3633 -4.4183 1.9727
H -3.1428 -0.0011 0.8815
H 2.4122 1.5497 3.5667
H 3.5334 0.2237 -1.6531
H -1.0977 2.5460 -0.7811
H -3.1916 2.0220 3.0564
H -0.1226 2.9491 0.7516
H 1.0597 -0.3317 4.2658
H 6.0007 0.1027 1.6981
H -2.7769 -5.2230 -0.3033
H 0.5409 2.2409 -2.8884
H 1.2385 -2.1619 -1.6037
H 4.8859 1.5160 3.4680
H -2.6462 1.6348 5.3669
H -2.1638 -3.7484 -2.1790
H 2.2907 1.4132 -1.1740
H -3.0137 1.0495 -0.5908
H -2.2955 0.0213 -6.3338
H -0.6467 0.4188 5.9937
H 1.9116 0.0949 -2.4347
H 1.9370 -2.6580 -0.0343
H 3.0381 -2.1486 -1.4243
H -1.7981 3.3798 0.6732
H 4.7609 -0.9418 -0.0288
H -1.2537 2.1443 -6.7947
H -3.6234 1.7021 0.9265
H -0.0226 3.3278 -5.1115
```

=====

Across the entries above, electronic energy takes the values -4266.04248 -3489.94663 -1928.95389 -2588.06383 a.u., respectively.